Version P
158
Properties=species:S:1:pos:R:3 method="wB97M-V/def2-TZVPD" gap_ev=7.024 smiles="O=C1C=C(O)C(=O)C=C1O.O=C1C=C(O)C(=O)C=C1O.O=C1C=C(O)C(=O)C=C1O.O=C1C=C(O)C(=O)C=C1O.O=C1C=C(O)C(=O)C=C1O.O=C1C=C(O)C(=O)C=C1O.O=C1C=C(O)C(=O)C=C1O.CN(C)C=O.COCCOC.COCCOC.COCCOC" e_homo_ev=-9.32 charge=0 multiplicity=1 molar_mass_g_mol=1324.12
O 1.46503 5.22013 -2.45393
C 1.22155 4.21164 -3.14767
C 1.77516 2.84240 -2.82744
C 1.77612 1.79376 -3.65801
O 2.33510 0.57945 -3.31583
C 1.18132 1.89317 -5.03432
O 1.21932 1.07450 -5.92328
C 0.45818 3.09028 -5.23821
C 0.43299 4.17924 -4.40120
O -0.18877 5.29861 -4.68086
H 2.31959 2.73982 -1.90036
H 2.22753 0.06844 -4.12137
H -0.02952 3.34334 -6.16800
H 0.14287 6.01665 -4.13679
O 6.01278 -4.74162 -0.86599
C 5.19419 -4.99771 -1.74498
C 5.65010 -5.69307 -3.01020
C 4.86652 -5.90398 -4.06314
O 5.33020 -6.46829 -5.23536
C 3.42683 -5.62333 -4.14504
O 2.68494 -5.68340 -5.12478
C 2.87716 -5.24154 -2.86953
C 3.67141 -4.85533 -1.77965
O 3.11158 -4.50503 -0.56632
H 6.69420 -5.93348 -3.14608
H 4.59356 -6.69770 -5.80660
H 1.81463 -5.09133 -2.74754
H 3.75750 -4.47608 0.14329
O -1.46524 5.30438 -0.17353
C -1.00939 5.47936 0.96607
C -1.45479 6.60035 1.85442
C -0.90245 6.86809 3.01691
O -1.61189 7.76584 3.81885
C 0.28285 6.17555 3.58399
O 0.71354 6.51785 4.69532
C 0.73317 5.08944 2.75567
C 0.18368 4.77895 1.57863
O 0.72346 3.82921 0.80876
H -2.36459 7.11126 1.57577
H -1.08253 8.05785 4.56459
H 1.66016 4.55147 2.88865
H 0.24958 3.56993 0.01515
O -1.39636 2.06579 4.81006
C -0.99510 1.05470 5.32995
C -1.92463 0.01095 5.76762
C -1.44701 -1.14244 6.36344
O -2.30968 -2.20309 6.62260
C -0.02734 -1.39929 6.72895
O 0.42198 -2.44671 7.15098
C 0.91271 -0.37853 6.26810
C 0.46952 0.80876 5.71345
O 1.33614 1.83378 5.43807
H -2.98716 0.12704 5.61281
H -1.98292 -2.78439 7.31319
H 1.97332 -0.42491 6.46651
H 0.84527 2.58844 5.10471
O -0.19856 -8.08476 1.29443
C 0.09516 -6.87515 1.42799
C -0.53381 -5.85541 0.64696
C -0.16744 -4.56522 0.74659
O -0.75674 -3.61005 0.03692
C 0.78232 -4.04186 1.83939
O 0.90189 -2.84702 2.19998
C 1.44718 -5.16712 2.52196
C 1.15729 -6.44037 2.33745
O 1.73185 -7.39144 3.08027
H -1.26823 -6.11917 -0.09967
H -0.33004 -2.76036 0.16938
H 2.19571 -5.09414 3.29706
H 1.59406 -8.24826 2.66980
O 6.08441 1.44583 2.60439
C 5.74462 0.30768 2.27459
C 6.62005 -0.67575 1.53452
C 6.38603 -1.96643 1.36948
O 7.23876 -2.78138 0.69790
C 5.13185 -2.64962 1.87839
O 4.86839 -3.83659 1.81633
C 4.22912 -1.73317 2.57704
C 4.45648 -0.40857 2.68447
O 3.52878 0.34154 3.36252
H 7.63713 -0.41626 1.28038
H 6.73342 -3.54388 0.40668
H 3.25013 -2.07927 2.87398
H 3.69595 1.27497 3.51203
O -2.77911 -0.88266 -0.75319
C -3.21968 0.05956 -1.43845
C -4.59757 0.18533 -1.75751
C -5.10852 1.19698 -2.55080
O -6.47163 1.11167 -2.97428
C -4.25972 2.23963 -3.18532
O -4.58806 3.20614 -3.91600
C -2.82552 2.05108 -2.86400
C -2.35114 1.09090 -2.08665
O -1.00574 1.00951 -1.76664
H -5.30536 -0.51137 -1.33319
H -6.63312 1.89720 -3.50198
H -2.09912 2.74829 -3.25471
H -0.81953 0.30655 -1.13992
C -5.07114 -0.92987 2.30511
N -4.19256 -1.79215 3.13043
C -4.48888 -2.26627 4.49453
C -2.99982 -2.10686 2.57778
O -2.00355 -2.60818 3.09159
H -4.80857 -0.92845 1.24721
H -5.37120 0.02021 2.74718
H -5.99744 -1.49803 2.39035
H -5.49769 -2.66506 4.60111
H -3.65807 -2.81156 4.94232
H -4.55561 -1.42457 5.18386
H -2.98380 -1.70544 1.55268
C -4.99899 6.03945 -1.14985
O -6.21758 6.49113 -0.57058
C -6.15683 6.88076 0.74351
C -6.08997 6.00460 1.98893
O -4.96743 5.14142 1.98469
C -4.47878 4.85492 3.33693
H -4.53163 5.30409 -0.49492
H -4.30525 6.83447 -1.42327
H -5.17283 5.54694 -2.10657
H -7.09506 7.43057 0.81798
H -5.44561 7.70586 0.78193
H -6.98030 5.38721 1.86947
H -6.13341 6.74639 2.78640
H -3.68702 4.10670 3.29983
H -5.34230 4.49480 3.89617
H -3.97525 5.73204 3.74340
C 0.85857 -2.49768 -5.10594
O 2.04808 -1.55649 -5.19030
C 2.65148 -1.67845 -6.48448
C 3.35406 -2.98951 -6.76081
O 4.11355 -2.84957 -8.02144
C 4.48048 -4.08355 -8.62826
H 0.01027 -2.25950 -5.74762
H 0.52048 -2.25592 -4.09829
H 1.18723 -3.53505 -5.16892
H 3.38754 -0.90857 -6.71599
H 1.81558 -1.52434 -7.16683
H 2.56800 -3.74124 -6.83230
H 4.05614 -3.37851 -6.02334
H 3.60840 -4.69897 -8.84924
H 5.11657 -4.73125 -8.02495
H 4.98848 -4.00841 -9.58971
C 1.40602 -1.41256 -0.80636
O 0.38488 -0.93772 0.00909
C 0.85384 -0.05512 1.08053
C -0.36184 0.63626 1.79848
O -1.03591 1.45046 0.84441
C -2.21344 2.03395 1.37908
H 1.13293 -2.08660 -1.61826
H 2.08741 -1.94415 -0.14211
H 2.01698 -0.59183 -1.18215
H 1.53806 0.71702 0.72878
H 1.44375 -0.52217 1.86918
H -0.07509 1.31165 2.60454
H -0.92749 -0.21711 2.17253
H -2.66854 1.26081 1.99815
H -2.86679 2.48584 0.63273
H -2.03145 2.84645 2.08252


Version Q
158
Properties=species:S:1:pos:R:3 method="wB97M-V/def2-TZVPD" gap_ev=6.902 smiles="O=C1C=C(O)C(=O)C=C1O.O=C1C=C(O)C(=O)C=C1O.O=C1C=C(O)C(=O)C=C1O.O=C1C=C(O)C(=O)C=C1O.O=C1C=C(O)C(=O)C=C1O.O=C1C=C(O)C(=O)C=C1O.O=C1C=C(O)C(=O)C=C1O.CN(C)C=O.COCCOC.COCCOC.COCCOC" e_homo_ev=-9.12 charge=0 multiplicity=1 molar_mass_g_mol=1324.12
O -2.31726 -3.38151 1.55273
C -3.38472 -3.91712 1.35243
C -3.70133 -4.70839 0.16748
C -4.81497 -5.43598 0.05330
O -5.02279 -6.19681 -1.10125
C -5.87581 -5.59764 1.09023
O -6.77351 -6.37193 1.02183
C -5.62523 -4.76506 2.25204
C -4.51285 -3.95868 2.38642
O -4.33054 -3.15084 3.51355
H -3.07962 -4.64250 -0.71317
H -5.79813 -6.76286 -1.10669
H -6.25699 -4.65551 3.12111
H -3.44892 -2.77494 3.45847
O 0.35708 1.82392 3.11956
C -0.29793 1.20386 3.97633
C -0.75956 -0.17612 3.79513
C -1.50136 -0.87708 4.75143
O -1.86503 -2.20577 4.68682
C -1.81849 -0.32513 6.09922
O -2.43761 -0.89902 6.94040
C -1.35074 1.06880 6.32312
C -0.61625 1.79634 5.37822
O -0.18036 3.00739 5.73272
H -0.54785 -0.66584 2.85611
H -2.06425 -2.41422 5.60249
H -1.48012 1.54153 7.28550
H 0.25567 3.48130 5.02076
O 0.28581 4.95606 3.63513
C -0.55096 5.37107 2.87653
C -1.43447 6.57462 3.15542
C -2.28112 7.07823 2.30198
O -3.13740 7.95872 2.74628
C -2.46213 6.57409 0.91174
O -3.26290 7.12899 0.19582
C -1.78588 5.28663 0.62232
C -0.86794 4.78777 1.46884
O -0.30256 3.65950 1.09819
H -1.55543 7.02149 4.13118
H -3.62724 8.31345 2.00075
H -2.00378 4.71834 -0.26985
H 0.39820 3.48503 1.73073
O -5.87656 1.46575 -3.51832
C -5.15158 0.44953 -3.42689
C -3.71326 0.61387 -3.17768
C -2.89584 -0.46128 -3.04775
O -1.52633 -0.31146 -2.91053
C -3.20241 -1.88086 -3.27393
O -2.45690 -2.81625 -3.18131
C -4.62116 -2.00765 -3.66200
C -5.55493 -1.03694 -3.61619
O -6.85602 -1.10385 -3.74020
H -3.26167 1.59296 -3.11561
H -1.04002 -1.09369 -2.63995
H -5.06229 -2.96680 -3.88970
H -7.29363 -0.29551 -3.46325
O -1.36541 -5.93788 3.98416
C -0.27671 -5.54551 4.29500
C 0.38410 -4.32436 3.75286
C 1.52869 -3.81288 4.10917
O 1.99288 -2.71431 3.49242
C 2.29101 -4.38284 5.23232
O 3.38784 -3.96150 5.64110
C 1.71765 -5.61813 5.83341
C 0.59791 -6.12903 5.40679
O 0.13594 -7.26809 5.96135
H -0.17521 -3.90560 2.92932
H 2.85918 -2.48553 3.83707
H 2.25644 -6.01309 6.68200
H -0.59201 -7.64893 5.46472
O 0.01728 -5.16123 -8.53723
C 0.13489 -4.19971 -7.71986
C -0.07259 -4.37511 -6.32545
C 0.31166 -3.47494 -5.43227
O 0.09645 -3.70354 -4.14399
C 1.00697 -2.17177 -5.70887
O 1.38004 -1.32437 -4.88249
C 1.17289 -1.95562 -7.12702
C 0.72170 -2.84129 -8.09566
O 0.87574 -2.67765 -9.45746
H -0.41267 -5.33244 -5.95903
H 0.40282 -2.93433 -3.65813
H 1.57546 -1.00307 -7.43842
H 0.50822 -3.37372 -10.00703
O 0.47025 1.95650 -4.86314
C 1.11145 2.74946 -4.15162
C 2.17024 3.64658 -4.76469
C 2.91275 4.58109 -4.06423
O 3.80263 5.34493 -4.74727
C 2.92467 4.62830 -2.58388
O 3.53800 5.42353 -1.85560
C 2.06866 3.57103 -1.96734
C 1.15911 2.81164 -2.67126
O 0.37012 1.92760 -2.00102
H 2.21389 3.65940 -5.84373
H 4.07019 6.02671 -4.12663
H 2.01597 3.49650 -0.89120
H 0.05009 1.17377 -2.50196
C 1.52345 0.03871 0.60623
N 0.67350 -0.54617 -0.34341
C -0.69203 -0.69987 0.11287
C 1.13711 -1.07861 -1.46968
O 0.49594 -1.89652 -2.14830
H 1.52845 -0.66922 1.43502
H 1.29090 1.07879 0.83483
H 2.53737 0.00837 0.20728
H -0.92579 -1.58777 0.70031
H -0.99237 0.16026 0.71126
H -1.40606 -0.58010 -0.70195
H 2.14040 -0.80679 -1.83260
C -6.09854 5.50437 1.19759
O -6.83136 4.36622 0.78208
C -6.42016 3.75170 -0.40004
C -4.95549 3.21643 -0.46771
O -4.68524 2.22909 0.57725
C -3.31984 1.84389 0.65558
H -5.05316 5.28600 1.41579
H -6.49010 5.95169 2.11120
H -6.17592 6.29153 0.44760
H -6.48232 4.36594 -1.29834
H -7.08454 2.92147 -0.63964
H -4.27699 4.05158 -0.29385
H -4.76201 2.72824 -1.42288
H -2.78927 2.55074 1.29350
H -2.70271 1.71751 -0.23396
H -3.13494 0.92063 1.20468
C 6.86918 2.01580 4.52721
O 5.60994 2.29297 3.88602
C 5.55580 1.93378 2.49780
C 4.09087 2.00228 1.86798
O 3.87725 3.14297 1.04766
C 3.68205 4.31570 1.70411
H 7.56619 2.84644 4.41612
H 7.49036 1.17188 4.22719
H 6.50844 2.04616 5.55533
H 6.02388 0.95794 2.36834
H 6.26733 2.51690 1.91319
H 3.43387 1.90556 2.73232
H 3.94757 1.15088 1.20262
H 4.49623 4.50209 2.40444
H 2.73673 4.03787 2.17023
H 3.63523 5.00536 0.86132
C 4.93078 -2.12359 -3.99296
O 5.84943 -1.15766 -3.65125
C 6.99036 -1.57069 -2.90183
C 6.65103 -1.99964 -1.49779
O 6.11662 -3.34572 -1.31015
C 6.89375 -4.49036 -1.45178
H 3.95504 -1.76584 -3.66423
H 5.11211 -3.14048 -3.64488
H 4.92785 -2.36028 -5.05694
H 7.68406 -0.73138 -2.95117
H 7.23486 -2.41677 -3.54406
H 5.95976 -1.28873 -1.04520
H 7.64631 -1.95828 -1.05528
H 7.76046 -4.34270 -2.09606
H 6.25193 -5.31425 -1.76382
H 7.20712 -4.77890 -0.44845


Result of the stability comparison: version P is the most stable of them.


Version P
13
Properties=species:S:1:pos:R:3 method="wB97M-V/def2-TZVPD" gap_ev=9.055 smiles="OC[C@H]1ONC(=S)S1" e_homo_ev=-8.77 charge=0 multiplicity=1 molar_mass_g_mol=151.21
O 0.79944 -1.70543 1.34660
C 1.46283 -1.00298 0.34269
C 0.55507 0.01397 -0.38663
O -0.58913 -0.61675 -0.88115
N -1.50065 0.44501 -1.01755
C -1.53345 1.37978 -0.05313
S -2.71233 2.52100 0.25332
S 0.02990 1.31595 0.78528
H 0.58681 -1.01325 2.00507
H 2.38920 -0.46432 0.75017
H 1.77462 -1.69535 -0.41067
H 1.07887 0.58167 -1.18018
H -2.34117 0.24068 -1.55381


Version Q
13
Properties=species:S:1:pos:R:3 method="wB97M-V/def2-TZVPD" gap_ev=8.775 e_homo_ev=-8.74 charge=0 multiplicity=1 molar_mass_g_mol=151.21
C -1.28904 -0.70656 -0.83387
C 1.48016 0.16525 -0.91755
C 1.59047 1.32108 0.24945
H -2.65157 -1.04321 2.12622
H -2.29898 -0.80591 -1.36417
H 2.27721 -0.14806 -1.57615
H 1.49620 -0.63578 -0.06264
H -0.10122 0.48800 1.04946
N -1.31014 -0.81919 0.43072
O -2.48493 -1.51277 0.99481
O 0.59154 1.19114 1.19671
S -0.06008 0.04579 -1.79554
S 2.76037 2.46022 0.50255


Result of the stability comparison: version P is the most stable of them.